No. 1
A cluster of 4 separate species, C20H29F8NO10Si in total. Source: OMol25; level of theory: the ωB97M-V functional and the def2-TZVPD basis.

Geometry as XYZ:
```
69
Properties=species:S:1:pos:R:3:lowdin_charge:R:1
C 4.06 -3.48 1.90 -0.0258
C 4.29 -2.39 0.89 -0.4770
C 5.72 -1.95 0.74 -0.0466
N 3.33 -1.91 0.20 0.0131
Si 2.90 -0.23 0.29 0.5511
C 1.07 -0.04 0.02 -0.2617
C 0.18 -0.59 1.15 -0.2180
C -1.03 0.27 1.49 -0.2509
O -0.83 1.67 1.35 -0.0783
C 3.45 0.57 1.90 -0.2490
C 3.45 2.11 1.87 -0.2213
C 4.43 2.72 0.87 -0.0936
C 5.50 3.61 1.47 -0.4338
F 5.70 4.68 0.64 0.1002
F 5.18 4.12 2.68 0.1236
C 6.87 2.90 1.56 -0.4956
F 7.70 3.53 2.42 0.1584
F 7.45 2.87 0.33 0.1501
F 6.72 1.62 1.99 0.1428
H 3.00 -3.61 2.03 0.0514
H 4.53 -4.41 1.61 0.0832
H 4.47 -3.14 2.85 0.0878
H 5.85 -1.27 -0.10 0.0760
H 6.35 -2.82 0.62 0.0827
H 6.08 -1.44 1.63 0.0762
H 3.59 0.48 -0.82 0.0040
H 0.86 1.01 -0.21 0.0646
H 0.86 -0.59 -0.89 0.0732
H 0.77 -0.83 2.03 0.0892
H -0.21 -1.55 0.80 0.0955
H -1.90 -0.02 0.92 0.1024
H -1.30 0.08 2.53 0.1154
H -0.10 1.91 1.92 0.0739
H 2.74 0.27 2.67 0.0738
H 4.42 0.23 2.26 0.0628
H 2.44 2.43 1.60 0.0966
H 3.61 2.47 2.88 0.1081
H 4.93 1.96 0.28 0.0924
H 3.90 3.33 0.14 0.1313
C -3.79 1.42 -2.81 -0.0392
C -4.02 1.23 -1.33 -0.3046
O -3.97 -0.18 -1.19 0.1196
C -3.16 -0.65 -2.18 -0.5577
O -2.70 -1.74 -2.20 0.1728
O -2.96 0.30 -3.12 0.0840
F -5.25 1.67 -0.94 0.0695
H -4.72 1.36 -3.37 0.1215
H -3.29 2.36 -3.06 0.1468
H -3.25 1.68 -0.69 0.1685
C -8.91 3.39 -3.09 -0.0464
C -9.07 1.98 -3.60 -0.3116
O -8.08 1.91 -4.61 0.1367
C -7.09 2.79 -4.29 -0.5541
O -6.01 2.80 -4.77 0.1737
O -7.51 3.63 -3.32 0.0744
F -10.29 1.76 -4.15 0.0789
H -9.50 4.09 -3.68 0.1454
H -9.15 3.51 -2.04 0.1407
H -8.87 1.20 -2.86 0.1740
C -1.87 -4.63 0.64 -0.0416
C -0.80 -5.64 0.28 -0.3122
O 0.35 -5.09 0.91 0.1309
C -0.07 -4.36 1.97 -0.5635
O 0.63 -3.97 2.84 0.1702
O -1.40 -4.14 1.90 0.0657
F -0.59 -5.73 -1.05 0.0814
H -1.90 -3.81 -0.09 0.1367
H -2.86 -5.07 0.73 0.1397
H -0.97 -6.64 0.68 0.1718
```

Results
HOMO-LUMO gap = 8.6952 eV
SMILES = CC(C)=N[Si@@H](CCCO)CCCC(F)(F)C(F)(F)F.O=C1OC[C@@H](F)O1.O=C1OC[C@@H](F)O1.O=C1OC[C@@H](F)O1
charge = 0

No. 2
A structure of composition C20H29N3O2W. Source: OMol25; level of theory: the ωB97M-V functional and the def2-TZVPD basis.

Geometry as XYZ:
```
55
Properties=species:S:1:pos:R:3:lowdin_charge:R:1
W 1.17 -0.25 0.88 1.6507
N 1.72 -4.08 4.08 0.0276
C 1.44 -2.65 4.11 -0.1737
C 1.59 -1.78 2.85 -0.5887
O 2.24 -2.17 1.85 -0.0536
O 1.13 -0.56 2.85 -0.2074
H 2.28 -4.35 3.28 0.0632
H 0.84 -4.57 3.91 0.0779
H 2.20 -2.10 4.69 0.1372
H 0.52 -2.42 4.55 0.1062
C 2.48 -2.68 -1.51 -0.0432
C 2.59 -1.19 -1.71 -0.3609
C 2.91 -0.53 -2.86 -0.0767
C 2.94 0.84 -2.60 -0.0793
C 2.72 1.01 -1.29 -0.3988
C 2.68 2.25 -0.44 -0.0659
N 2.48 -0.24 -0.69 -0.1514
H 1.93 -3.07 -2.37 0.0700
H 1.88 -2.99 -0.64 0.0613
H 3.41 -3.14 -1.55 0.0517
H 2.94 -0.96 -3.84 0.1012
H 3.16 1.65 -3.27 0.1040
H 3.05 3.10 -0.98 0.0655
H 3.29 2.12 0.48 0.0827
H 1.63 2.53 -0.19 0.0478
C -1.03 -1.89 -2.01 -0.0511
C -0.97 -0.34 -2.15 -0.3505
C -1.00 0.12 -3.64 -0.0585
C -2.03 0.32 -1.27 -0.1546
C -3.32 0.54 -1.71 -0.0282
C -4.27 1.14 -0.86 -0.0669
C -3.90 1.62 0.38 -0.0485
C -2.59 1.48 0.84 -0.1602
C -2.07 2.26 2.04 -0.3533
C -1.51 1.44 3.22 -0.0530
C -1.16 3.35 1.45 -0.0621
C -1.65 0.81 0.00 -0.2107
N -0.34 0.50 0.43 -0.1862
H -0.27 -2.38 -2.61 0.0513
H -1.98 -2.30 -2.48 0.0991
H -0.94 -2.20 -1.00 0.0470
H 0.05 0.01 -1.74 0.1034
H -1.85 -0.31 -4.14 0.0584
H -0.10 -0.30 -4.13 0.0775
H -1.01 1.19 -3.71 0.0776
H -3.59 0.26 -2.71 0.1043
H -5.21 1.27 -1.30 0.0786
H -4.65 2.26 0.95 0.1355
H -2.97 2.82 2.39 0.1275
H -0.60 0.91 2.93 0.0174
H -2.17 0.65 3.54 0.0729
H -1.28 2.07 4.07 0.0770
H -0.27 2.89 0.98 0.0454
H -0.87 4.16 2.09 0.0668
H -1.66 3.85 0.58 0.0967
```

Results
spin multiplicity = 3
<S²> = 2.030
HOMO-LUMO gap (spin up / spin down) = 7.4977 / 6.7032 eV
charge = 0

No. 3
An isolated molecule of C20H29N3O3S. Source: OMol25; level of theory: the ωB97M-V functional and the def2-TZVPD basis.

Geometry as XYZ:
```
56
Properties=species:S:1:pos:R:3:lowdin_charge:R:1
C 4.19 2.81 -0.87 -0.1167
C 4.08 1.32 -0.59 -0.2820
C 2.78 0.71 -1.10 -0.5624
C 2.74 -0.83 -1.08 -0.1218
C 2.83 -1.41 0.33 -0.4303
O 3.82 -1.19 0.99 0.0930
N 1.72 -2.02 0.92 -0.0520
C 1.10 -1.29 2.03 -0.0205
C 0.79 -2.74 0.06 -0.2114
C -0.40 -1.93 -0.47 -0.0900
N -1.46 -2.17 0.50 -0.0300
C -2.45 -1.32 0.89 -0.4514
O -3.23 -1.63 1.77 0.0537
C -2.51 0.01 0.21 0.0344
C -3.41 0.90 0.62 0.0177
C -3.53 2.23 0.05 -0.2705
C -4.38 3.25 0.32 0.0469
C -3.96 4.28 -0.58 -0.3449
C -4.52 5.65 -0.74 -0.0266
N -2.96 3.89 -1.31 0.1221
O -2.68 2.59 -0.92 -0.0200
C -1.29 -3.43 1.21 -0.0638
C 0.10 -3.89 0.79 -0.3704
C 0.31 -5.30 0.31 -0.0676
C 0.89 -4.85 1.62 -0.0649
S 1.30 1.42 -0.27 0.8851
C 0.73 2.57 -1.53 -0.3769
H 5.16 3.19 -0.53 0.0725
H 4.11 3.02 -1.94 0.0752
H 3.42 3.36 -0.34 0.0570
H 4.91 0.78 -1.06 0.1182
H 4.17 1.13 0.48 0.1025
H 2.66 0.99 -2.16 0.1082
H 1.86 -1.16 -1.61 0.0959
H 3.62 -1.18 -1.63 0.1295
H 1.89 -0.83 2.62 0.0982
H 0.42 -0.51 1.68 0.0604
H 0.56 -1.98 2.67 0.0937
H 1.37 -3.14 -0.77 0.1489
H -0.16 -0.87 -0.55 0.0580
H -0.70 -2.30 -1.46 0.1384
H -1.82 0.25 -0.59 0.0992
H -4.09 0.63 1.42 0.1295
H -5.18 3.28 1.04 0.1211
H -5.59 5.62 -0.95 0.0822
H -4.38 6.23 0.18 0.0830
H -4.02 6.17 -1.56 0.0793
H -1.37 -3.25 2.28 0.1258
H -2.07 -4.14 0.94 0.1355
H -0.54 -5.97 0.33 0.1036
H 0.99 -5.46 -0.52 0.1022
H 1.95 -4.68 1.68 0.1083
H 0.43 -5.22 2.53 0.1091
H -0.18 3.04 -1.15 0.0117
H 1.47 3.34 -1.73 0.0285
H 0.48 2.05 -2.46 0.0454
```

Results
relative energy (zero: lowest compared OMol25 entry of this formula, charge and spin) = 71.0 kcal/mol
HOMO-LUMO gap = 8.6317 eV
SMILES = CC[C@@H](CC(=O)N(C)[C@@H]1CN(C(=O)/C=C/c2cc(C)no2)CC12CC2)SC
charge = 0

> Which formula does entry 3 have?

C20H29N3O3S